(1)
The following is a quantum chemistry calculation of a cluster of 3 separate species, C20H48N7O3P2 in total in a non-equilibrium geometry, from OMol25.

Structure (XYZ):
```
80
Properties=species:S:1:pos:R:3:forces:R:3
C -1.2603 -2.7109 2.1804 -0.692 0.268 0.108
C -0.8635 -1.7467 2.7768 0.261 0.139 0.634
C -0.5189 -0.7567 3.7544 0.489 -0.931 -0.702
N -1.3411 -0.5372 4.7258 0.377 0.531 -0.781
C -0.8715 0.5039 5.6505 1.294 -0.072 0.680
C 0.6072 0.6919 5.2166 0.310 -1.437 -0.040
C 0.6971 0.1338 3.7643 -1.002 0.848 -0.365
C 0.4165 1.1122 2.5777 -0.055 0.555 0.202
C -0.8009 2.0434 2.7476 -0.401 0.000 -0.696
O -1.2264 2.4865 1.4598 0.274 -0.067 0.393
H -1.8628 -3.4847 1.7429 0.534 -0.066 -0.207
H -2.2016 -1.0740 4.7587 -0.134 0.315 0.356
H -0.8791 0.0174 6.6293 -0.362 0.705 0.125
H -1.3514 1.4829 5.6143 -0.815 -0.563 -0.078
H 1.1706 -0.0441 5.8046 0.135 0.387 0.042
H 1.0391 1.6709 5.4167 -0.272 0.017 -0.285
H 1.6392 -0.3695 3.5354 -0.292 -0.247 0.211
H 1.2869 1.7470 2.3753 -0.010 -0.239 0.233
H 0.2689 0.5352 1.6537 0.037 -0.063 0.253
H -1.6772 1.5674 3.2161 0.332 -0.119 0.194
H -0.5696 2.9464 3.3196 0.096 -0.169 -0.053
H -1.4336 1.6888 0.9609 -0.125 0.190 -0.236
O 1.8472 5.0500 -1.7955 0.278 -3.418 1.544
P 2.5535 5.3271 -0.4848 0.302 6.608 -1.086
N 1.3202 6.2406 0.2870 -0.408 -0.003 -0.225
C 1.5244 7.2896 1.2608 0.506 -0.082 0.415
C 0.1572 5.4444 0.6564 -0.019 -0.335 -0.371
N 3.7970 6.3532 -1.1428 0.291 0.565 0.263
C 3.4903 7.7474 -1.4407 -0.320 0.126 0.183
C 4.4611 5.7459 -2.2961 -0.021 -0.338 0.108
N 3.4953 5.0940 1.0199 -0.476 -3.118 -0.420
C 4.7210 5.8205 1.3179 0.313 0.352 -0.364
C 3.7160 3.6603 1.2875 -0.338 0.013 0.157
H 1.7917 6.9045 2.2566 0.020 -0.002 -0.002
H 0.6055 7.8703 1.3670 -0.083 -0.139 -0.095
H 2.2876 8.0005 0.9556 0.088 -0.141 -0.019
H 0.3470 4.8499 1.5655 -0.105 0.076 0.084
H -0.1155 4.7551 -0.1432 0.115 0.021 -0.016
H -0.7121 6.0807 0.8316 0.105 0.098 0.069
H 2.5355 7.8685 -1.9655 0.007 0.059 -0.026
H 4.2748 8.1854 -2.0592 0.051 -0.210 -0.067
H 3.4734 8.3519 -0.5328 -0.091 -0.025 -0.011
H 3.8704 5.8376 -3.2127 -0.016 -0.080 0.000
H 4.6421 4.6812 -2.1217 -0.029 0.014 -0.034
H 5.4344 6.2147 -2.4572 -0.038 0.089 0.100
H 5.5427 5.5777 0.6399 0.027 0.066 0.002
H 5.0359 5.5654 2.3351 -0.235 -0.198 0.003
H 4.5611 6.8957 1.3091 -0.052 -0.026 -0.194
H 4.4337 3.2184 0.5867 0.072 -0.097 0.124
H 2.7705 3.1132 1.1902 0.030 0.031 -0.094
H 4.0781 3.5009 2.3059 0.043 0.090 -0.015
O -3.8582 -7.5233 -1.3736 -1.575 3.108 1.385
P -3.2313 -6.4245 -2.2061 3.578 -4.258 -3.703
N -3.8807 -6.8415 -3.7353 -0.290 -0.313 0.087
C -3.2498 -6.6078 -5.0163 0.369 0.584 -0.066
C -5.3174 -6.5981 -3.8400 -0.224 -0.065 0.469
N -1.5824 -6.9720 -2.0318 0.567 0.029 -0.427
C -1.1027 -8.0721 -2.8605 -0.212 -0.072 -0.304
C -1.2316 -7.2288 -0.6379 -0.185 0.230 0.095
N -2.6697 -4.8096 -2.7368 -1.860 1.194 2.296
C -1.2767 -4.4935 -3.0087 0.437 -0.323 0.082
C -3.2420 -3.7516 -1.8860 -0.368 -0.038 -0.269
H -3.3033 -5.5570 -5.3355 0.008 0.002 0.008
H -3.7460 -7.2103 -5.7797 -0.138 -0.028 0.132
H -2.2072 -6.9152 -5.0309 0.002 0.087 0.139
H -5.5373 -5.5305 -3.9892 -0.038 -0.029 -0.151
H -5.8324 -6.9261 -2.9358 0.112 -0.017 0.022
H -5.7467 -7.1606 -4.6700 0.140 0.018 -0.062
H -1.8119 -8.9063 -2.9083 0.036 -0.045 -0.020
H -0.1556 -8.4539 -2.4759 -0.058 0.082 0.198
H -0.8832 -7.7368 -3.8747 -0.097 -0.029 -0.007
H -1.6118 -8.1913 -0.2814 -0.059 0.044 0.070
H -1.6404 -6.4485 0.0132 -0.033 -0.050 0.002
H -0.1453 -7.2138 -0.5155 0.006 0.001 -0.133
H -0.6416 -4.5384 -2.1186 0.064 -0.033 -0.033
H -1.2247 -3.4764 -3.4103 -0.302 0.012 0.044
H -0.8596 -5.1441 -3.7730 -0.029 -0.149 0.135
H -2.7950 -3.7523 -0.8807 0.030 0.158 0.010
H -4.3208 -3.9002 -1.7733 0.046 -0.033 0.044
H -3.1018 -2.7643 -2.3297 0.078 -0.048 -0.042
```
Positions in Å, forces in eV/Å.

The value obtained for the electronic energy is -56656.891 eV. The HOMO-LUMO gap is 4.762 eV. As for the total charge: +1. The calculation puts the highest occupied orbital energy at -9.83 eV.


(2)
The following is a quantum chemistry calculation of the molecule C3H8N4O in a non-equilibrium geometry, from OMol25.

Structure (XYZ):
```
16
Properties=species:S:1:pos:R:3:forces:R:3
C 1.5930 -1.5996 0.1951 -0.203 -0.173 0.339
N 1.6234 -0.2528 -0.3199 1.415 0.980 -0.184
C 0.9680 0.9067 0.0662 1.177 -0.795 -1.669
O 1.5052 2.0058 0.0102 -0.357 -0.387 0.422
C -0.4885 0.7506 0.0701 -1.665 -2.176 0.410
N -1.2394 1.8921 0.2785 -0.196 0.053 0.111
N -0.9262 -0.4735 -0.1258 0.126 2.368 0.000
N -2.2617 -0.6577 -0.3516 -0.301 0.277 0.180
H 0.5958 -1.7704 0.5915 0.378 -0.416 -0.043
H 2.3542 -1.7534 0.9638 -0.035 0.094 0.171
H 1.8334 -2.3029 -0.6052 -0.323 0.033 -0.047
H 2.4894 -0.0380 -0.8052 -0.086 0.228 0.486
H -1.9688 2.0865 -0.3904 -0.006 -0.020 -0.032
H -0.6495 2.6988 0.4540 -0.048 -0.114 -0.231
H -2.8782 0.0764 -0.0123 0.059 -0.046 0.231
H -2.5502 -1.5684 -0.0190 0.062 0.096 -0.145
```
Positions in Å, forces in eV/Å.

The value obtained for the electronic energy is -11247.660 eV. The HOMO-LUMO gap is 9.115 eV. Its structure (SMILES) is CNC(=O)/C(N)=N/N. As for the total charge: 0. The calculation puts the highest occupied orbital energy at -8.30 eV.


(3)
The following is a quantum chemistry calculation of a structure of composition C30H29N4PtSi in a non-equilibrium geometry, from OMol25.

Structure (XYZ):
```
65
Properties=species:S:1:pos:R:3:forces:R:3
Pt 0.3275 -0.2254 0.2899 0.595 0.018 -0.859
C -0.9049 0.0656 -2.8706 -0.132 0.020 -0.010
N -1.3780 -0.0336 -1.5053 -0.321 0.200 -0.273
C -1.9228 1.1971 -0.9306 0.236 -0.002 0.229
C -0.8801 2.2138 -0.4467 -0.016 -0.123 -0.139
C -1.0561 3.5684 -0.6560 -0.066 -0.022 -0.097
C -0.1384 4.4752 -0.1462 0.054 -0.049 0.041
C 0.9511 4.0000 0.5635 -0.029 0.038 -0.018
C 1.0806 2.6368 0.7482 -0.085 -0.036 -0.018
N 0.1867 1.7720 0.2550 -0.134 0.030 0.282
C -2.0375 -1.2851 -1.1625 0.169 -0.054 0.300
C -1.0899 -2.4510 -0.8699 -0.027 0.005 -0.201
C -1.4990 -3.7456 -1.1431 0.068 0.035 -0.095
C -0.6656 -4.8083 -0.8385 -0.003 -0.047 -0.007
C 0.5822 -4.5525 -0.2948 -0.001 0.036 -0.050
C 0.9278 -3.2416 -0.0374 0.095 0.027 -0.085
N 0.1087 -2.2177 -0.2996 -0.443 0.239 0.823
C 0.6040 0.0416 -3.0182 0.080 0.017 -0.072
C 1.1706 0.0124 -4.2886 0.010 0.010 0.030
C 2.5463 -0.0112 -4.4073 0.006 0.000 -0.024
C 3.3222 0.0018 -3.2555 0.008 0.010 0.021
C 2.6791 0.0384 -2.0356 -0.006 0.047 0.045
N 1.3462 0.0576 -1.9181 -0.064 -0.182 0.042
H -1.3194 -0.7524 -3.4687 0.008 -0.002 0.004
H -1.2782 0.9878 -3.3305 0.019 0.003 0.009
H -2.6023 1.7049 -1.6234 0.022 0.042 -0.014
H -2.4992 0.9232 -0.0445 -0.042 -0.010 -0.027
H -1.9169 3.9042 -1.2185 0.013 0.027 0.004
H -0.2766 5.5363 -0.3022 0.009 0.006 -0.004
H 1.6928 4.6648 0.9814 -0.006 0.013 -0.007
H 1.8984 2.2042 1.3090 -0.016 -0.002 0.023
H -2.6165 -1.1378 -0.2476 -0.014 0.069 -0.026
H -2.7390 -1.5995 -1.9434 0.013 -0.067 0.001
H -2.4680 -3.9117 -1.5943 -0.002 -0.005 0.003
H -0.9830 -5.8236 -1.0348 0.004 -0.001 -0.004
H 1.2741 -5.3479 -0.0600 0.004 0.001 0.000
H 1.8850 -2.9805 0.3920 -0.031 -0.009 0.070
H 0.5357 0.0056 -5.1656 -0.006 -0.009 0.003
H 3.0117 -0.0413 -5.3835 -0.001 0.003 -0.001
H 4.4016 -0.0166 -3.3010 0.001 0.006 -0.002
H 3.2344 0.0582 -1.1053 0.010 -0.023 -0.002
C -2.3410 -3.6939 4.4597 -0.009 -0.004 0.003
C -1.2354 -3.9423 3.6564 -0.015 0.011 0.008
C -0.5433 -2.8831 3.0905 0.038 -0.009 0.014
C -0.9267 -1.5575 3.3119 0.003 -0.027 -0.030
C -2.0348 -1.3324 4.1300 -0.052 0.053 -0.030
C -2.7386 -2.3870 4.6975 0.006 -0.024 -0.012
Si 0.0258 -0.1287 2.5516 0.110 -0.317 0.152
C 1.6957 0.0830 3.3980 -0.019 0.057 0.024
C 2.8092 -0.6793 3.0346 -0.012 -0.025 -0.044
C 4.0263 -0.5377 3.6829 0.013 0.014 0.015
C 4.1589 0.3869 4.7111 0.000 0.002 0.002
C 3.0710 1.1616 5.0848 0.007 -0.019 -0.018
C 1.8540 1.0075 4.4327 -0.024 0.031 0.024
H -2.8853 -4.5168 4.9046 0.002 0.000 0.001
H -0.9104 -4.9606 3.4820 -0.001 -0.002 -0.009
H 0.3265 -3.0953 2.4787 0.011 -0.002 0.027
H -2.3566 -0.3166 4.3321 0.007 0.004 -0.009
H -3.5955 -2.1881 5.3280 0.003 0.004 0.008
H -0.7407 1.1015 2.9135 -0.040 -0.005 -0.016
H 2.7234 -1.3970 2.2238 0.000 0.011 0.000
H 4.8736 -1.1445 3.3893 -0.001 -0.003 -0.003
H 5.1079 0.5019 5.2184 0.000 -0.001 0.001
H 3.1684 1.8823 5.8865 0.000 0.004 -0.002
H 1.0120 1.6189 4.7400 -0.006 -0.010 -0.002
```
Positions in Å, forces in eV/Å.

The value obtained for the electronic energy is -48661.626 eV. The HOMO-LUMO gap is 7.681 eV. As for the total charge: +1. The calculation puts the highest occupied orbital energy at -10.43 eV.


(4)
The following is a quantum chemistry calculation of a structure of composition C23H20BiN2O, from OMol25.

Structure (XYZ):
```
47
Properties=species:S:1:pos:R:3:forces:R:3
Bi -0.2130 2.3420 -0.0388 0.049 0.233 0.211
C 0.4870 5.2337 1.3119 0.075 -0.033 -0.135
C 1.3068 5.0949 0.1600 -0.158 0.012 0.153
C 2.0252 3.9078 0.2797 -0.060 -0.201 -0.277
C 1.6097 3.2606 1.4907 0.140 0.026 0.220
C 0.6965 4.1437 2.1442 -0.018 0.005 -0.082
H -0.1974 6.0466 1.4986 -0.014 0.031 0.008
H 1.3581 5.7833 -0.6684 0.003 0.027 -0.028
H 2.7651 3.5262 -0.4080 0.052 0.017 0.001
H 2.1342 2.4526 1.9751 -0.021 -0.097 0.002
H 0.2035 3.9482 3.0830 0.004 0.008 0.046
O -2.9497 2.1573 0.2688 0.116 -0.140 -0.143
N -3.4431 0.9698 0.4312 -0.059 0.158 0.007
C -4.1736 0.4055 -0.5542 -0.033 -0.078 0.036
C -4.7523 -0.8331 -0.3798 0.064 0.082 -0.072
C -4.5682 -1.5203 0.8093 -0.003 -0.078 0.002
C -3.7915 -0.9370 1.7956 0.046 0.114 0.019
C -3.2410 0.3103 1.5904 0.025 -0.098 -0.009
H -4.2625 1.0152 -1.4395 -0.008 -0.015 -0.001
H -5.3403 -1.2442 -1.1877 -0.010 -0.022 0.009
H -5.0141 -2.4927 0.9603 -0.003 -0.013 0.003
H -3.6030 -1.4331 2.7362 -0.006 -0.028 0.004
H -2.6330 0.8482 2.3008 0.000 -0.035 0.006
N -0.1577 0.1859 0.0119 -0.277 0.171 0.041
C 0.6451 -0.7219 -0.3340 0.249 -0.418 -0.036
C 0.1885 -2.1661 -0.3200 0.012 0.344 0.020
C 1.0774 -3.2189 -0.1386 0.055 -0.079 0.016
C 0.6172 -4.5291 -0.0782 0.006 0.093 -0.007
C -0.7357 -4.7972 -0.2154 -0.003 0.020 -0.001
C -1.6288 -3.7484 -0.4049 0.017 0.011 0.010
C -1.1685 -2.4438 -0.4473 -0.031 -0.060 -0.024
C 2.0529 -0.4847 -0.8030 -0.215 0.000 -0.061
C 2.4722 -0.9990 -2.0269 0.045 -0.017 -0.062
C 3.7382 -0.7104 -2.5139 -0.071 -0.004 0.036
C 4.6087 0.0724 -1.7672 0.002 0.025 0.027
C 4.2032 0.5734 -0.5379 -0.015 -0.043 -0.076
C 2.9261 0.3013 -0.0678 0.121 0.063 0.076
H 2.1357 -3.0197 -0.0308 0.023 0.023 -0.011
H 1.3207 -5.3362 0.0754 0.005 -0.031 0.004
H -1.0925 -5.8177 -0.1760 -0.019 -0.022 -0.006
H -2.6860 -3.9500 -0.5213 -0.028 -0.018 0.001
H -1.8463 -1.6128 -0.5814 -0.068 0.037 -0.004
H 1.7970 -1.6168 -2.6062 -0.008 -0.013 0.000
H 4.0415 -1.0969 -3.4779 0.029 -0.006 -0.006
H 5.5997 0.2890 -2.1432 0.015 0.009 0.002
H 4.8780 1.1760 0.0552 0.021 0.021 0.011
H 2.6100 0.6858 0.8901 -0.046 0.020 0.070
```
Positions in Å, forces in eV/Å.

The value obtained for the electronic energy is -35039.115 eV. The HOMO-LUMO gap (alpha / beta) is 5.921 / 7.576 eV. As for the total charge: 0. The calculation puts the highest occupied orbital energy (alpha / beta) at -5.87 / -7.85 eV. Its spin multiplicity is 2.